(1)
Density functional theory data (ωB97M-V with the def2-TZVPD basis set) for a molecular structure, C10H21FeINO2P2 at a distorted geometry.

Summary:
Charge   +2
Expectation value of S²   8.814
M   432.0 g/mol
E_tot   -77339.917 eV
Lowest unoccupied orbital energy (alpha / beta)   -9.0999 / -12.7242 eV
HOMO (alpha / beta)   -14.599 / -14.581 eV
Spin multiplicity   6

Each line ends with the natural charge from an NBO analysis.
Atoms and positions in Å:
C -5.7542 -0.7025 -3.3089  -0.7409
C -4.5379 -1.2727 -2.6346  0.5794
H -6.3724 -1.5176 -3.6939  0.2681
H -5.4352 -0.0387 -4.1173  0.2660
H -6.3106 -0.0980 -2.5871  0.2662
O -4.2372 -2.4121 -2.5020  -0.4509
I -3.2212 0.3506 -1.8268  -0.1676
Fe 1.0332 0.1299 0.5942  1.0922
P -0.1947 0.1744 2.5594  0.8245
C 0.2109 -1.0655 3.8462  -0.9350
C -0.0900 1.7684 3.4558  -0.9228
H -0.7496 1.7744 4.3305  0.2779
H -2.5434 0.0683 3.2504  0.2752
H -0.3761 2.5648 2.7642  0.2601
H -2.3309 0.7027 1.5860  0.2657
H 1.2571 -0.9511 4.1425  0.2519
H 0.9427 1.9356 3.7733  0.2558
C -1.9958 -0.0460 2.3084  -0.9223
H -0.4317 -0.9450 4.7247  0.2849
H -2.1825 -1.0400 1.8935  0.2654
H 0.0800 -2.0702 3.4352  0.2594
P 2.1001 0.3141 -1.4552  0.8241
C 3.4490 -0.8699 -1.8235  -0.9351
C 0.9753 0.1382 -2.8901  -0.9223
H 2.1160 2.7164 -1.5890  0.2601
H 3.2988 2.0193 -2.7433  0.2778
H 3.6720 2.0994 -0.9956  0.2557
C 2.8798 1.9481 -1.7338  -0.9227
H 0.1608 0.8572 -2.7715  0.2656
H 1.5043 0.3205 -3.8320  0.2752
H 3.8739 -0.6860 -2.8158  0.2848
H 3.0580 -1.8900 -1.7790  0.2593
H 0.5532 -0.8704 -2.8952  0.2654
H 4.2336 -0.7717 -1.0683  0.2520
C 2.0542 -1.2793 1.1293  0.3005
O 2.7102 -2.1856 1.4734  -0.2532
N 3.8433 0.4832 2.2104  0.0102
C 2.7568 0.3466 1.5855  -0.0506

(2)
Density functional theory data (ωB97M-V with the def2-TZVPD basis set) for a molecular structure, C3H3HgO4 at a distorted geometry.

Summary:
Relative energy (zero: lowest compared OMol25 entry of this formula, charge and spin)   135.2 kJ/mol
Expectation value of S²   0.777
M   303.6 g/mol
E_tot   -15520.795 eV
Lowest unoccupied orbital energy (alpha / beta)   -1.6840 / -1.7364 eV
HOMO (alpha / beta)   -7.532 / -8.428 eV
Spin multiplicity   2

Each line ends with the natural charge from an NBO analysis.
Atoms and positions in Å:
O -1.9871 -0.4606 -0.6400  -0.5431
C -1.5800 0.6693 -0.4283  0.3481
C -1.0028 1.0019 0.9242  0.3429
O -0.8548 0.1156 1.7523  -0.5390
Hg -0.8254 -1.9836 0.6967  0.5815
H -1.6395 1.4735 -1.1827  0.1567
H -0.6638 2.0364 1.1061  0.1550
C 1.4179 -0.9162 -0.2579  0.4499
O 1.2602 0.2441 -0.6693  -0.7146
O 2.6624 -1.4126 -0.4104  -0.7143
H 3.2129 -0.7677 -0.8906  0.4769

(3)
Density functional theory data (ωB97M-V with the def2-TZVPD basis set) for 2 unconnected molecules or ions with the total composition C3H11N2O at a distorted geometry.

Summary:
Relative energy (zero: lowest compared OMol25 entry of this formula, charge and spin)   113.0 kJ/mol
Charge   +1
M   91.1 g/mol
E_tot   -8310.621 eV
Lowest unoccupied orbital energy   -3.5684 eV
HOMO   -15.020 eV

Each line ends with the natural charge from an NBO analysis.
Atoms and positions in Å:
C 0.7555 -2.7687 0.2200  -0.6318
C 0.4455 -1.5173 1.0318  -0.2074
N 0.1376 -0.3666 0.0861  -0.4969
C 0.9145 0.6307 -0.2308  0.4143
N 0.5053 1.8772 -0.5235  -0.7641
H 1.3992 -2.5252 -0.6149  0.2277
H 1.1271 -3.5129 0.9303  0.2445
H -0.1706 -3.2564 -0.0970  0.2286
H -0.4586 -1.4460 1.6305  0.2295
H 1.3194 -1.2854 1.6352  0.2216
H -0.8331 -0.2433 -0.1808  0.4215
H 1.9829 0.4138 -0.1747  0.2029
H -0.5548 1.9862 -0.4014  0.4307
H 0.8202 2.1326 -1.4580  0.4146
H -2.5140 1.8396 -1.2689  0.5043
H -2.7442 2.3272 0.1676  0.5148
O -2.1374 1.8119 -0.3791  -0.9550

Q: The highest E_tot belongs to which entry?
A: C3H11N2O

Q: Which formula does entry 3 have?
A: C3H11N2O

Q: What is the E_tot in the third record?
A: -8310.621 eV